{"formula": "C21H37AuN7S2", "method": "ωB97M-V/def2-TZVPD", "e_homo_ev": -10.73, "total_charge": 1, "e_above_lowest_kcal_mol": 0.0, "lumo_energy_ev": -3.3, "species": ["Au", "C", "C", "N", "C", "C", "C", "C", "N", "H", "H", "H", "H", "H", "H", "H", "H", "H", "H", "H", "H", "H", "H", "C", "C", "C", "C", "N", "C", "C", "H", "H", "H", "H", "H", "H", "H", "S", "C", "N", "C", "C", "C", "N", "H", "H", "H", "H", "C", "C", "N", "C", "S", "N", "C", "C", "H", "H", "H", "H", "H", "H", "H", "H", "H", "H", "H", "H"], "positions_angstrom": [[-0.53793, 0.32932, -1.62761], [2.12093, 3.51201, 3.90465], [2.47861, 2.08600, 3.86876], [2.29903, 1.33812, 2.65515], [3.45249, 1.23827, 1.72113], [4.18268, -0.07604, 1.77834], [1.17079, 0.62789, 2.32589], [0.02681, 0.58469, 3.33605], [1.09052, 0.01718, 1.19265], [2.03078, 3.88616, 4.92716], [1.17975, 3.71151, 3.38391], [2.92485, 4.04535, 3.34080], [1.99823, 1.58809, 4.71994], [3.50885, 1.95105, 4.08988], [4.07086, 2.09885, 1.99455], [2.99892, 1.51602, 0.74657], [4.64765, -0.31203, 2.75286], [4.92992, -0.16530, 0.98734], [3.53033, -0.91981, 1.58168], [0.07749, -0.31406, 3.96199], [-0.92461, 0.54877, 2.79670], [0.19147, 1.47771, 3.92001], [0.11635, -0.34848, 1.12476], [-1.17233, 6.93585, -1.32927], [-1.35733, 5.43841, -1.53468], [-2.24823, 4.66302, -0.83321], [-2.48815, 3.35046, -1.14558], [-1.79511, 2.68703, -2.13392], [-0.89471, 3.42634, -2.80403], [-0.72005, 4.80874, -2.58739], [-0.14146, 7.19211, -1.68180], [-1.18533, 7.20769, -0.29538], [-1.89125, 7.53279, -1.90671], [-2.76107, 5.07382, -0.05253], [-3.24482, 2.78834, -0.57077], [-0.32077, 2.89401, -3.62235], [-0.04206, 5.43860, -3.16347], [1.55838, 0.40472, -2.76171], [2.00672, -1.25242, -2.35298], [2.17660, -1.50725, -1.01249], [2.49516, -2.80865, -0.59285], [2.58533, -3.83945, -1.48957], [2.45880, -3.48383, -2.84589], [2.21756, -2.20670, -3.25403], [1.87696, -0.84037, -0.24028], [2.56134, -2.92297, 0.50871], [2.75008, -4.89334, -1.25017], [2.65606, -4.24004, -3.61310], [-1.71320, -3.97055, -3.75217], [-2.69191, -3.68033, -2.58982], [-2.25444, -2.53177, -1.82282], [-2.76777, -2.00276, -0.70534], [-2.50378, -0.25930, -0.37628], [-3.35541, -2.73088, 0.23088], [-3.09411, -4.13441, 0.56540], [-3.04356, -4.31226, 2.10864], [-2.18375, -4.14635, -4.74344], [-1.19667, -4.92144, -3.49784], [-0.94683, -3.20279, -3.86675], [-2.61210, -4.57408, -1.97625], [-3.69675, -3.60201, -2.96411], [-1.66535, -1.83687, -2.28078], [-3.86226, -2.24050, 0.97321], [-2.17263, -4.37067, 0.06084], [-3.88146, -4.72784, 0.16006], [-2.55570, -3.41943, 2.53037], [-2.45316, -5.16679, 2.44108], [-3.99429, -4.43717, 2.58738]]}

***

{"formula": "C40H104BN16O20", "method": "ωB97M-V/def2-TZVPD", "e_homo_ev": -6.24, "total_charge": -1, "e_above_lowest_kcal_mol": 53.1, "lumo_energy_ev": 1.5, "species": ["O", "C", "O", "B", "O", "C", "O", "O", "C", "O", "C", "O", "O", "C", "C", "C", "O", "C", "N", "H", "H", "H", "H", "H", "H", "H", "H", "H", "H", "H", "C", "C", "C", "O", "C", "N", "H", "H", "H", "H", "H", "H", "H", "H", "H", "H", "H", "C", "C", "C", "O", "C", "N", "H", "H", "H", "H", "H", "H", "H", "H", "H", "H", "H", "C", "C", "C", "O", "C", "N", "H", "H", "H", "H", "H", "H", "H", "H", "H", "H", "H", "C", "C", "C", "O", "C", "N", "H", "H", "H", "H", "H", "H", "H", "H", "H", "H", "H", "C", "C", "C", "O", "C", "N", "H", "H", "H", "H", "H", "H", "H", "H", "H", "H", "H", "C", "C", "C", "O", "C", "N", "H", "H", "H", "H", "H", "H", "H", "H", "H", "H", "H", "C", "C", "C", "O", "C", "N", "H", "H", "H", "H", "H", "H", "H", "H", "H", "H", "H", "C", "O", "N", "N", "H", "H", "H", "H", "C", "O", "N", "N", "H", "H", "H", "H", "C", "O", "N", "N", "H", "H", "H", "H", "C", "O", "N", "N", "H", "H", "H", "H"], "positions_angstrom": [[1.93843, -1.62340, 3.05494], [1.42612, -0.82934, 2.25706], [1.33657, -0.79825, 0.89963], [0.18736, 0.07744, 0.51963], [0.02284, 1.02341, 1.73817], [0.62350, 0.48745, 2.75417], [0.55886, 0.90535, 3.85204], [-0.93598, -0.63907, -0.06411], [-1.06527, -0.31316, -1.31084], [-1.78515, -0.87929, -2.06017], [-0.05110, 0.65326, -1.69155], [0.61964, 0.93548, -0.60719], [0.06733, 1.03715, -2.84697], [-1.34737, -2.21698, 5.20964], [-1.21162, -2.89363, 3.85883], [-1.38169, -4.49038, 3.84269], [-0.54053, -5.09391, 4.84118], [0.88731, -4.92853, 4.50974], [-1.98491, -2.28690, 2.75611], [-2.31733, -2.61594, 5.50648], [-1.36084, -1.14656, 5.00439], [-0.65060, -2.63146, 5.93821], [-0.15328, -2.75950, 3.63515], [-1.32959, -4.84144, 2.81209], [-2.38412, -4.69543, 4.21846], [1.29542, -3.94641, 4.74845], [1.00733, -5.11845, 3.44314], [1.53320, -5.65179, 5.00758], [-2.96802, -2.35335, 2.97793], [-1.85897, -1.28520, 2.72755], [-2.18189, 3.08073, 1.00719], [-1.52284, 4.36975, 0.99412], [-1.98146, 5.24851, -0.28712], [-0.93298, 5.27723, -1.22920], [-0.55544, 4.04183, -1.86721], [-1.89296, 4.99818, 2.28893], [-2.01046, 2.46237, 1.88830], [-1.72872, 2.56314, 0.16171], [-3.22092, 3.17299, 0.69096], [-0.43441, 4.34355, 1.04668], [-1.98224, 6.29520, 0.01707], [-2.98441, 5.04161, -0.66045], [0.19077, 4.03237, -2.66167], [-1.43341, 3.54107, -2.27526], [-0.11107, 3.27299, -1.23513], [-1.63710, 5.95135, 2.07419], [-2.89808, 4.93292, 2.36359], [-9.28983, -2.88708, -3.34214], [-8.34386, -2.27785, -2.31361], [-7.57753, -0.95250, -2.81942], [-6.42357, -0.79756, -1.94518], [-5.24974, -1.60116, -2.34286], [-9.10290, -1.88160, -1.10116], [-9.60369, -3.92778, -3.26113], [-8.96087, -2.76089, -4.37363], [-10.17914, -2.26603, -3.44957], [-7.61082, -3.07271, -2.17594], [-8.29397, -0.13331, -2.88034], [-7.23322, -0.99615, -3.85269], [-4.55805, -1.86113, -1.54156], [-4.76605, -1.06560, -3.15975], [-5.59514, -2.53311, -2.79041], [-8.41417, -1.71624, -0.38115], [-9.48261, -2.65479, -0.57381], [4.15359, -0.06869, -1.44332], [4.09363, -0.44986, -2.99303], [2.68071, -0.45622, -3.55129], [2.56867, -1.36887, -4.60800], [1.22935, -1.96076, -4.87575], [5.03087, 0.48651, -3.55596], [3.80089, -0.93283, -0.88032], [3.41797, 0.69514, -1.19126], [5.17486, 0.20008, -1.17336], [4.54529, -1.43375, -3.11983], [2.40289, 0.58784, -3.69576], [2.11654, -0.77374, -2.67437], [1.08655, -2.85515, -4.26931], [1.11954, -2.31480, -5.90078], [0.35829, -1.33507, -4.68115], [5.92750, 0.47378, -3.09119], [5.22688, 0.28582, -4.52622], [3.06083, -3.87944, -0.26254], [3.89783, -4.37038, 0.96381], [5.42384, -4.65263, 0.64662], [6.15500, -5.22540, 1.73428], [7.59956, -4.98677, 1.74443], [3.74933, -3.45602, 2.09932], [3.52646, -2.95249, -0.59730], [2.04444, -3.60525, 0.02010], [2.99333, -4.58863, -1.08751], [3.47070, -5.31002, 1.31413], [5.92933, -3.69536, 0.51921], [5.54047, -5.25217, -0.25617], [7.94322, -3.95553, 1.66349], [8.20138, -5.74464, 1.24289], [7.79468, -5.31897, 2.76407], [2.76505, -3.26715, 2.22432], [4.05794, -3.82725, 2.98647], [5.75488, -0.59792, 3.97430], [5.06044, 0.04552, 2.73069], [5.59025, 1.43294, 2.37741], [4.95502, 1.93342, 1.27218], [3.51778, 2.10814, 1.33440], [5.19920, -0.88275, 1.62724], [5.38088, -1.61286, 4.10892], [5.62517, -0.02655, 4.89343], [6.84206, -0.53039, 3.93432], [4.02384, 0.18612, 3.03698], [6.66406, 1.43471, 2.19027], [5.55852, 2.23500, 3.11483], [3.09360, 1.21950, 0.86698], [3.28464, 2.94970, 0.68209], [3.17001, 2.32554, 2.34430], [4.80118, -1.78023, 1.86431], [4.45373, -0.53265, 1.04259], [1.96811, 2.99847, -4.72287], [1.82647, 4.18732, -5.58719], [3.24852, 4.81363, -5.77368], [3.13513, 6.00831, -6.58830], [2.91239, 7.10408, -5.72327], [1.12258, 3.86294, -6.81888], [2.19123, 3.29688, -3.69854], [2.74319, 2.32305, -5.08505], [1.00638, 2.49443, -4.81828], [1.33185, 4.87441, -4.90065], [3.83566, 4.06073, -6.29953], [3.72892, 5.01606, -4.81642], [1.94249, 7.00395, -5.23607], [2.80916, 8.00615, -6.32635], [3.67966, 7.22152, -4.95801], [0.13093, 4.03645, -6.73744], [1.19341, 2.89862, -7.11068], [-4.88497, 2.22496, 5.04010], [-4.95330, 1.66027, 3.63187], [-4.25815, 0.25471, 3.58973], [-4.43345, -0.49210, 2.36029], [-3.69788, 0.19185, 1.36909], [-6.35650, 1.39018, 3.35247], [-3.88784, 2.02783, 5.43375], [-5.73855, 2.02474, 5.68773], [-4.97540, 3.30681, 5.13767], [-4.38395, 2.38896, 3.05485], [-4.77343, -0.25497, 4.40387], [-3.21535, 0.28899, 3.90514], [-3.82270, -0.45701, 0.50220], [-2.64966, 0.24927, 1.66243], [-4.08406, 1.17853, 1.11332], [-6.36349, 0.92094, 2.45812], [-6.76274, 0.68379, 3.94921], [-1.50636, 1.72741, -6.40177], [-1.45141, 2.91197, -6.49471], [-1.31616, 1.01182, -5.36614], [-1.94565, 0.97331, -7.33647], [-0.99254, 1.39832, -4.49093], [-1.59211, 0.04294, -5.43831], [-1.97821, -0.01972, -7.15496], [-2.05979, 1.51132, -8.18359], [-1.37765, 3.82870, 5.47379], [-1.14723, 3.33001, 6.57193], [-0.84694, 3.33330, 4.38177], [-2.33154, 4.69970, 5.21592], [-0.03899, 2.72737, 4.39451], [-1.04102, 3.81785, 3.51710], [-2.65536, 5.25165, 5.99733], [-2.68356, 4.85601, 4.28225], [-1.89981, -2.76110, -5.73759], [-1.72656, -1.68632, -6.22883], [-2.16457, -3.00729, -4.52805], [-1.82462, -3.89339, -6.46069], [-2.28031, -2.31130, -3.80534], [-2.59012, -3.89051, -4.28528], [-1.75723, -3.76539, -7.46028], [-1.79734, -4.80417, -6.02500], [3.90122, -2.05676, 7.13619], [4.34686, -1.67068, 8.25063], [3.24142, -1.32483, 6.26296], [3.80634, -3.34528, 6.79777], [3.07684, -1.57610, 5.29866], [3.03461, -0.41292, 6.64473], [4.37480, -3.94956, 7.37378], [3.42088, -3.66116, 5.91928]]}

***

{"formula": "C32H28N6OPbS2", "method": "ωB97M-V/def2-TZVPD", "e_homo_ev": -13.48, "total_charge": 2, "e_above_lowest_kcal_mol": 0.0, "lumo_energy_ev": -6.1, "species": ["Pb", "S", "N", "C", "C", "C", "C", "C", "N", "C", "C", "N", "C", "C", "C", "C", "C", "N", "H", "H", "H", "H", "H", "H", "N", "C", "O", "C", "C", "H", "H", "H", "H", "H", "H", "C", "C", "C", "C", "C", "C", "C", "C", "S", "C", "N", "C", "C", "C", "C", "C", "C", "C", "C", "H", "H", "H", "H", "H", "H", "H", "H", "H", "H", "H", "H", "H", "H", "H", "H"], "positions_angstrom": [[-0.04236, -0.13956, -0.06722], [-3.24062, 6.94655, 1.19765], [-2.62328, 5.86528, 2.21279], [-2.18272, 4.81928, 1.52589], [-1.58181, 3.63569, 2.05385], [-1.37063, 3.44041, 3.42515], [-0.80183, 2.25989, 3.84743], [-0.47448, 1.29745, 2.89424], [-0.66477, 1.47003, 1.59761], [-1.19475, 2.62289, 1.14881], [-1.35391, 2.81302, -0.28093], [-0.89895, 1.86001, -1.11068], [-1.01241, 2.00855, -2.41801], [-1.62222, 3.11484, -3.00439], [-2.10722, 4.11047, -2.18483], [-1.96058, 3.97838, -0.79837], [-2.38692, 4.97931, 0.12528], [-2.97318, 6.13466, -0.16235], [-1.65943, 4.21860, 4.11513], [-0.61619, 2.07085, 4.89324], [-0.04256, 0.35163, 3.18937], [-0.59603, 1.21290, -3.02210], [-1.70565, 3.18249, -4.07661], [-2.59055, 4.99161, -2.57815], [-1.03668, -2.92560, -3.45846], [-0.96709, -1.98912, -2.52457], [0.10546, -1.50205, -2.17231], [-2.29388, -1.50351, -1.93789], [-2.20669, -1.15265, -0.48026], [-0.18201, -3.24183, -3.89439], [-1.90135, -3.33317, -3.77295], [-3.05150, -2.28178, -2.07769], [-2.58123, -0.62550, -2.52586], [-2.25633, -2.02502, 0.15799], [-2.89791, -0.38133, -0.16987], [-2.51606, -5.33955, 1.55878], [-2.12940, -5.00552, 3.00924], [-2.23494, -6.28189, 3.84140], [-3.09727, -3.96528, 3.59350], [-0.72297, -4.43062, 2.99087], [0.38530, -5.05237, 3.58826], [1.66125, -4.52985, 3.50868], [1.85263, -3.35638, 2.79706], [3.31040, -2.47078, 2.45890], [2.37406, -1.33536, 1.54522], [1.08710, -1.57552, 1.51342], [0.75649, -2.70616, 2.19808], [-0.51832, -3.24042, 2.31578], [2.94754, -0.20382, 0.85108], [4.29334, 0.15296, 0.99879], [4.79733, 1.25855, 0.34508], [3.98170, 2.02945, -0.46511], [2.64113, 1.68290, -0.64154], [2.17238, 0.57998, 0.01141], [-3.50430, -5.79017, 1.53147], [-1.80688, -6.04693, 1.13677], [-2.52957, -4.45361, 0.92667], [-3.26183, -6.63538, 3.82535], [-1.96058, -6.09733, 4.87574], [-1.60627, -7.06867, 3.43540], [-4.09512, -4.38859, 3.66600], [-3.16122, -3.06694, 2.98317], [-2.77855, -3.67707, 4.59161], [0.25252, -5.97227, 4.13321], [2.49518, -5.02521, 3.98135], [-1.33555, -2.70427, 1.86660], [4.91997, -0.45102, 1.63755], [5.83556, 1.52322, 0.47014], [4.36844, 2.89890, -0.97209], [2.01079, 2.27509, -1.28335]]}